Molecular formula: C30H39Br66GaIO2
Method: DFT, the ωB97M-V functional and the def2-TZVPD basis

The geometry in ORCA input format:
```
! RIJCOSX wB97M-V def2-TZVPD def2/J DEFGRID3
* xyz -1 1
C 2.568 4.412 -1.795
C 3.411 3.758 -0.698
C 3.069 2.278 -0.369
I 1.985 2.229 1.504
Ga 2.083 1.135 -1.820
C 3.512 0.111 -2.857
C 4.382 -0.856 -2.029
C 3.634 -1.938 -1.237
C 3.165 -1.540 0.155
O 4.179 -1.815 1.196
C 4.595 -0.601 1.667
O 5.738 -0.168 1.548
H 2.751 5.495 -1.817
H 2.791 3.975 -2.775
H 1.504 4.229 -1.599
H 3.293 4.368 0.209
H 4.484 3.806 -0.941
H 4.021 1.770 -0.170
H 1.181 0.084 -1.000
H 1.099 1.989 -2.754
H 4.190 0.881 -3.260
H 3.106 -0.438 -3.717
H 5.045 -1.406 -2.721
H 5.067 -0.289 -1.380
H 4.330 -2.784 -1.119
H 2.771 -2.338 -1.784
H 2.222 -2.034 0.414
H 2.965 -0.463 0.173
H 3.795 -0.014 2.162
C -1.421 -1.093 -4.115
Br -0.634 -1.542 -2.421
Br -2.715 0.308 -3.902
Br -0.076 -0.639 -5.413
H -1.944 -1.966 -4.480
C -3.551 1.866 -0.041
Br -1.801 2.572 -0.357
Br -4.877 2.533 -1.270
Br -3.549 -0.053 -0.038
H -3.853 2.191 0.947
C 2.355 -1.269 -8.545
Br 0.693 -0.981 -9.469
Br 3.654 -2.124 -9.681
Br 3.031 0.356 -7.779
H 2.154 -1.950 -7.727
C -1.613 6.266 -1.162
Br -1.268 5.310 -2.790
Br -3.383 5.914 -0.487
Br -0.269 5.904 0.167
H -1.563 7.322 -1.388
C 1.606 -5.229 -11.743
Br 1.248 -3.799 -12.979
Br 3.493 -5.560 -11.571
Br 0.786 -4.904 -10.038
H 1.160 -6.125 -12.152
C 5.342 3.660 4.285
Br 7.026 4.359 4.927
Br 5.551 1.950 3.456
Br 4.024 3.636 5.686
H 4.984 4.345 3.527
C -3.105 -1.315 4.051
Br -1.897 -0.036 3.288
Br -4.548 -0.486 5.024
Br -3.797 -2.551 2.740
H -2.543 -1.900 4.767
C -5.127 6.331 -5.017
Br -3.905 7.594 -4.240
Br -4.427 5.580 -6.642
Br -5.597 4.969 -3.750
H -6.031 6.866 -5.272
C -7.473 2.952 1.942
Br -7.837 4.215 0.540
Br -7.340 1.169 1.252
Br -5.894 3.430 2.935
H -8.309 2.978 2.629
C 3.810 2.831 -11.297
Br 1.942 3.157 -10.984
Br 4.877 3.300 -9.770
Br 4.122 1.016 -11.852
H 4.118 3.472 -12.111
C -4.556 -4.076 6.587
Br -2.898 -3.457 7.337
Br -4.250 -5.531 5.373
Br -5.825 -4.533 7.959
H -4.978 -3.254 6.019
C 7.292 -5.310 0.023
Br 8.734 -5.759 1.234
Br 6.202 -6.859 -0.329
Br 6.267 -3.819 0.644
H 7.750 -5.021 -0.913
C 5.762 -3.673 -15.020
Br 7.115 -4.796 -14.241
Br 4.323 -4.712 -15.763
Br 5.115 -2.374 -13.763
H 6.223 -3.134 -15.836
C -8.026 -1.213 8.379
Br -6.856 0.135 7.663
Br -9.489 -0.439 9.357
Br -8.639 -2.391 6.993
H -7.445 -1.802 9.078
C -3.060 -1.591 11.079
Br -1.342 -0.796 10.765
Br -4.396 -0.878 9.887
Br -2.970 -3.511 11.008
H -3.357 -1.325 12.085
C -1.293 -5.584 2.575
Br -0.618 -5.346 4.356
Br -0.087 -4.873 1.260
Br -1.737 -7.425 2.226
H -2.211 -5.016 2.509
C 7.749 -0.964 3.920
Br 9.072 0.203 4.692
Br 8.481 -2.685 3.472
Br 6.210 -1.142 5.058
H 7.411 -0.508 2.997
C -10.983 -1.032 2.601
Br -10.043 -2.128 1.331
Br -9.837 -0.490 4.043
Br -11.814 0.483 1.750
H -11.775 -1.634 3.024
C -0.053 0.005 14.975
Br -1.839 0.264 14.303
Br 1.130 -0.725 13.647
Br 0.648 1.626 15.731
H -0.119 -0.720 15.775
C 0.867 -8.587 -1.467
Br 2.530 -7.791 -0.932
Br 0.850 -8.994 -3.348
Br 0.447 -10.140 -0.410
H 0.088 -7.857 -1.289
C 5.690 7.636 6.418
Br 3.997 7.469 5.532
Br 6.526 9.331 6.051
Br 5.534 7.318 8.308
H 6.335 6.865 6.017
C -10.190 4.839 -3.151
Br -8.994 6.138 -2.380
Br -9.453 4.070 -4.751
Br -10.689 3.485 -1.882
H -11.092 5.364 -3.432
*
```

Properties
energy = -4719112.306 eV
highest occupied orbital energy = -5.32 eV
LUMO energy = 0.0276 hartree
orbital gap = 6.071 eV